Entry 1:
Here is 2 unconnected molecules or ions with the total composition C5H12O from the Open Molecules 2025 dataset. Energies are from ωB97M-V with the def2-TZVPD basis set.

XYZ file:
```
18
Properties=species:S:1:pos:R:3:forces:R:3:lowdin_charge:R:1
C 1.727158 -0.534043 0.919449 -0.25 0.24 0.39 -0.014
C 0.787844 0.409664 0.828339 0.19 -0.07 0.34 -0.170
C -0.699044 0.229298 0.655245 0.04 -0.06 0.04 -0.434
C -1.244328 1.217274 -0.379862 -0.02 0.06 -0.07 -0.084
C -1.119294 -1.199485 0.321028 0.01 -0.05 0.00 -0.082
H 2.761235 -0.279534 1.135103 -0.13 -0.01 -0.14 0.064
H 1.478057 -1.586055 0.877975 0.02 -0.07 -0.11 0.063
H 1.095470 1.449604 0.944740 0.02 -0.07 -0.08 0.110
H -1.135908 0.499257 1.627641 0.03 -0.02 -0.04 0.138
H -0.963814 2.251640 -0.147358 -0.02 -0.17 0.01 0.077
H -0.851892 0.964312 -1.367276 -0.07 0.05 0.06 0.064
H -2.335450 1.166698 -0.417642 0.07 0.01 0.01 0.077
H -0.779887 -1.919369 1.071710 -0.02 0.10 -0.05 0.075
H -2.209242 -1.272430 0.267799 0.10 0.04 0.00 0.079
H -0.717409 -1.498566 -0.651420 -0.01 0.02 0.06 0.080
O 1.199130 -0.206713 -2.110299 0.11 -0.24 0.06 -0.079
H 1.494917 -0.354028 -1.186852 -0.13 0.45 -0.74 -0.006
H 1.512464 0.662472 -2.388317 0.07 -0.21 0.27 0.043
```
Forces are in eV/Å.

Output
- HOMO (eV) = -9.9
- calculated total energy (eV) = -7426.5610
- maximum force (eV Å⁻¹) = 0.88
- ΔE to the lowest compared entry with this formula, charge and spin (eV) = 0.750

Entry 2:
Here is 2 unconnected molecules or ions with the total composition C5H12O at a distorted geometry from the Open Molecules 2025 dataset. Energies are from ωB97M-V with the def2-TZVPD basis set.

XYZ file:
```
18
Properties=species:S:1:pos:R:3:forces:R:3:lowdin_charge:R:1
C -1.812768 -2.489341 -1.917947 -0.06 1.30 0.51 -0.021
C -1.268370 -1.739736 -0.911012 -0.58 -2.12 0.89 -0.183
C -1.674264 -0.271865 -0.618917 1.42 0.63 -0.74 -0.212
C -0.449525 0.665122 -0.356405 -0.01 -0.06 1.51 -0.300
C -0.684531 2.193367 -0.444461 -0.98 -0.61 -2.58 -0.125
H -2.208095 -2.074269 -2.840509 -0.61 0.73 0.41 0.044
H -2.052924 -3.547935 -1.918427 1.39 -0.29 0.30 0.045
H -0.570651 -2.353890 -0.246926 -1.36 1.11 -0.15 0.108
H -2.518530 0.022408 0.134008 1.39 -1.34 -1.39 0.147
H -1.955657 -0.071192 -1.644187 -1.00 0.95 -0.16 0.084
H -0.046436 0.469944 0.658840 -0.18 -0.24 -0.46 0.101
H 0.346373 0.449096 -1.051990 0.24 -0.48 -0.19 0.088
H -0.087333 2.760830 0.256042 -0.17 0.10 0.25 0.051
H -1.801445 2.389642 -0.380569 1.42 0.23 0.10 0.081
H -0.317218 2.465542 -1.509851 -0.91 0.09 1.70 0.091
O 5.635520 0.535094 4.650609 -0.33 -1.83 -1.02 -0.086
H 6.027482 0.962880 3.884510 0.13 0.39 0.04 0.022
H 5.438374 -0.365697 4.257192 0.21 1.44 0.98 0.064
```
Forces are in eV/Å.

Output
- HOMO (eV) = -9.1
- calculated total energy (eV) = -7424.8776
- maximum force (eV Å⁻¹) = 2.82
- ΔE to the lowest compared entry with this formula, charge and spin (eV) = 2.434

Entry 3:
Here is C5H12O in the gas phase from the Open Molecules 2025 dataset. Energies are from ωB97M-V with the def2-TZVPD basis set.

XYZ file:
```
18
Properties=species:S:1:pos:R:3:forces:R:3:lowdin_charge:R:1
C -1.079278 -1.393786 -0.129561 -0.05 -0.03 0.01 -0.085
C 0.016999 -0.386435 -0.483640 -0.01 0.02 -0.02 -0.446
C 1.149628 -1.062445 -1.254934 0.04 -0.02 -0.03 -0.086
C 0.529872 0.335794 0.773239 0.05 0.00 0.03 -0.178
C -0.303372 1.564085 1.100995 -0.04 -0.32 0.29 -0.276
O -0.062073 2.510705 0.071673 -0.16 0.25 -0.08 -0.070
H -1.866100 -0.942138 0.487380 0.12 -0.05 -0.11 0.070
H -0.656471 -2.235035 0.435463 -0.06 0.12 -0.07 0.080
H -1.555176 -1.801169 -1.028758 0.08 0.06 0.12 0.077
H -0.411144 0.386649 -1.135507 0.06 -0.12 0.07 0.128
H 1.611805 -1.863140 -0.662946 -0.07 0.11 -0.05 0.081
H 1.931195 -0.338770 -1.512577 -0.11 -0.11 0.03 0.077
H 0.781136 -1.505775 -2.187536 0.05 0.03 0.15 0.076
H 0.541330 -0.346698 1.634584 -0.01 0.08 -0.13 0.121
H 1.561386 0.679455 0.623375 -0.12 -0.06 0.00 0.116
H -0.019736 1.974266 2.082517 -0.02 -0.04 -0.18 0.114
H -1.371467 1.296840 1.150072 0.17 0.06 -0.04 0.115
H -0.798533 3.127595 0.036162 0.08 0.03 0.01 0.086
```
Forces are in eV/Å.

Output
- HOMO (eV) = -10.2
- calculated total energy (eV) = -7427.0335
- maximum force (eV Å⁻¹) = 0.43
- ΔE to the lowest compared entry with this formula, charge and spin (eV) = 0.278

Entry 4:
Here is C5H12O in the gas phase at a distorted geometry from the Open Molecules 2025 dataset. Energies are from ωB97M-V with the def2-TZVPD basis set.

XYZ file:
```
18
Properties=species:S:1:pos:R:3:forces:R:3:lowdin_charge:R:1
C -0.615306 1.002255 -0.893716 -0.32 0.37 -0.10 -0.085
C -0.592997 -0.502340 -0.571831 0.14 0.24 -0.08 -0.438
C -1.921185 -1.003355 0.028452 0.09 0.08 0.02 -0.086
C 0.650275 -0.646323 0.312968 0.16 0.36 -0.02 -0.167
C 1.868321 0.049334 -0.380983 0.45 0.14 0.03 -0.197
O 1.999613 1.532946 -0.324908 0.45 -0.87 0.19 -0.139
H -1.140466 1.239110 -1.819054 -0.26 0.02 0.09 0.077
H 0.396188 1.466339 -0.906225 -1.56 -0.57 -0.47 0.039
H -1.077452 1.522713 -0.048282 -0.35 0.02 -0.14 0.087
H -0.426752 -1.096396 -1.486451 0.10 0.28 0.10 0.129
H -2.153887 -0.501712 0.975435 0.13 -0.01 -0.10 0.075
H -1.937537 -2.085522 0.217046 0.19 0.20 -0.06 0.072
H -2.755095 -0.790403 -0.654286 0.23 0.00 0.08 0.075
H 0.443492 -0.228323 1.304922 0.14 0.18 -0.09 0.120
H 0.908172 -1.705854 0.494858 0.12 0.39 -0.20 0.119
H 1.824661 -0.283133 -1.430206 0.26 0.21 0.23 0.121
H 2.789051 -0.279762 0.082307 0.16 -0.44 -0.04 0.101
H 2.320078 1.885100 -1.176433 -0.13 -0.61 0.54 0.097
```
Forces are in eV/Å.

Output
- HOMO (eV) = -9.7
- calculated total energy (eV) = -7426.1192
- maximum force (eV Å⁻¹) = 1.73
- ΔE to the lowest compared entry with this formula, charge and spin (eV) = 1.192

Entry 5:
Here is C5H12O in the gas phase at a distorted geometry from the Open Molecules 2025 dataset. Energies are from ωB97M-V with the def2-TZVPD basis set.

XYZ file:
```
18
Properties=species:S:1:pos:R:3:forces:R:3:lowdin_charge:R:1
C 1.964710 -0.163339 0.316069 0.46 -1.09 1.04 -0.093
C 0.532322 0.351512 0.253194 0.57 -0.57 -1.01 -0.422
C 0.459603 1.534517 -0.726772 -0.03 -0.24 0.26 -0.066
C -0.412382 -0.756448 -0.210536 -0.67 0.21 -0.62 -0.181
C -1.900249 -0.434415 -0.030613 0.09 -0.18 0.92 -0.241
O -2.348602 -0.841418 1.286773 0.57 -0.18 -0.41 -0.090
H 2.667652 0.416888 0.920056 -0.21 0.55 -0.35 0.078
H 2.443060 -0.418902 -0.630430 -0.27 0.37 -0.25 0.079
H 1.965564 -1.108300 0.865691 -0.12 -0.21 0.03 0.070
H 0.231410 0.595752 1.244331 -0.25 0.65 0.88 0.124
H 0.679738 2.474471 -0.229162 0.01 0.15 -0.06 0.079
H 1.180868 1.384480 -1.529001 0.15 0.02 0.01 0.076
H -0.503334 1.595868 -1.220186 -0.32 0.22 0.10 0.064
H -0.329891 -1.728318 0.289782 0.76 0.08 0.01 0.112
H -0.189675 -0.911928 -1.269320 -0.14 -0.27 -0.10 0.121
H -2.498746 -0.972340 -0.765209 -0.08 0.24 -0.22 0.111
H -2.088435 0.636036 -0.032984 -0.14 0.04 -0.44 0.109
H -1.853613 -1.654117 1.468317 -0.39 0.19 0.21 0.070
```
Forces are in eV/Å.

Output
- HOMO (eV) = -10.2
- calculated total energy (eV) = -7426.6730
- maximum force (eV Å⁻¹) = 1.57
- ΔE to the lowest compared entry with this formula, charge and spin (eV) = 0.638

Entry 6:
Here is C5H12O in the gas phase from the Open Molecules 2025 dataset. Energies are from ωB97M-V with the def2-TZVPD basis set.

XYZ file:
```
18
Properties=species:S:1:pos:R:3:forces:R:3:lowdin_charge:R:1
C -1.121170 0.884698 -0.920627 -0.01 0.05 -0.04 -0.086
C -0.645567 -0.389854 -0.217020 0.06 -0.04 -0.07 -0.449
C -1.785326 -0.989498 0.609634 -0.06 -0.02 0.03 -0.087
C 0.596912 -0.138062 0.643736 0.03 -0.02 0.03 -0.183
C 1.814238 0.281080 -0.165203 -0.40 0.02 -0.25 -0.288
O 2.938767 0.279400 0.694987 0.30 0.08 -0.07 -0.070
H -0.391957 1.258892 -1.647856 -0.11 -0.06 0.12 0.069
H -1.298714 1.677364 -0.181052 0.02 -0.12 -0.12 0.085
H -2.062463 0.712412 -1.454876 0.13 0.00 0.07 0.077
H -0.365139 -1.125331 -0.986772 -0.04 0.09 0.10 0.132
H -2.298346 -0.209793 1.185823 0.08 -0.10 -0.05 0.080
H -1.422570 -1.740012 1.319984 -0.02 0.06 -0.13 0.074
H -2.525166 -1.471016 -0.041386 0.08 0.14 0.14 0.077
H 0.381811 0.626221 1.404119 0.03 -0.10 -0.10 0.127
H 0.863781 -1.056954 1.181471 -0.06 0.12 -0.06 0.120
H 1.659945 1.278683 -0.605305 0.05 -0.15 0.10 0.113
H 1.953722 -0.428840 -0.998715 0.01 0.10 0.15 0.123
H 3.707250 0.550614 0.179052 -0.09 -0.04 0.17 0.085
```
Forces are in eV/Å.

Output
- HOMO (eV) = -10.3
- calculated total energy (eV) = -7427.0368
- maximum force (eV Å⁻¹) = 0.47
- ΔE to the lowest compared entry with this formula, charge and spin (eV) = 0.275

Entry 7:
Here is 2 unconnected molecules or ions with the total composition C5H12O from the Open Molecules 2025 dataset. Energies are from ωB97M-V with the def2-TZVPD basis set.

XYZ file:
```
18
Properties=species:S:1:pos:R:3:forces:R:3:lowdin_charge:R:1
C -2.045304 1.599911 0.393892 -0.06 0.00 0.03 -0.115
C -0.621127 1.641562 -0.159769 0.01 0.00 -0.03 -0.239
C 0.137957 0.405172 0.243614 -0.07 0.14 0.12 -0.256
O 1.316570 0.247990 -0.428221 0.05 -0.05 -0.03 -0.118
C 1.950712 -0.870916 -0.215310 0.15 0.02 0.07 -0.068
C 0.038809 -2.218926 -0.498414 -0.02 -0.26 -0.08 -0.091
H -2.599900 2.504139 0.123955 0.08 -0.14 0.04 0.069
H -2.038840 1.527139 1.488128 -0.01 0.01 -0.16 0.072
H -2.591447 0.733896 0.004931 0.07 0.12 0.06 0.074
H -0.118945 2.553830 0.198270 -0.06 -0.15 -0.05 0.109
H -0.644375 1.702359 -1.254556 0.01 -0.02 0.15 0.113
H 0.240669 0.252394 1.326441 -0.01 0.01 -0.12 0.133
H -0.176863 -0.971687 -0.123401 -0.01 0.11 0.03 0.052
H 2.050113 -1.230277 0.807406 -0.08 0.03 -0.15 0.093
H 2.739620 -1.080992 -0.930337 -0.12 -0.01 0.07 0.097
H 0.563830 -2.957401 0.110767 -0.07 0.09 -0.10 0.021
H 0.289776 -2.370897 -1.550486 -0.02 0.02 0.16 0.028
H -1.036016 -2.429411 -0.387903 0.16 0.06 0.00 0.027
```
Forces are in eV/Å.

Output
- HOMO (eV) = -7.5
- calculated total energy (eV) = -7422.4728
- maximum force (eV Å⁻¹) = 0.27
- ΔE to the lowest compared entry with this formula, charge and spin (eV) = 4.839

Entry 8:
Here is a molecular structure, C5H12O from the Open Molecules 2025 dataset. Energies are from ωB97M-V with the def2-TZVPD basis set.

XYZ file:
```
18
Properties=species:S:1:pos:R:3:forces:R:3:lowdin_charge:R:1
C -2.371403 -0.305236 0.167761 -0.02 0.05 -0.02 -0.068
C -0.945363 -0.424471 0.671963 -0.10 -0.10 0.14 -0.254
O -0.045907 0.251187 -0.216936 -0.06 -0.06 -0.10 -0.273
C 1.459307 -0.017151 -0.016595 -0.02 -0.40 0.07 -0.241
C 1.851555 -1.047291 -1.040366 0.06 0.00 -0.03 -0.137
C 0.562323 1.794653 0.166629 -0.14 0.57 0.08 0.003
H -2.462483 -0.733431 -0.834950 0.04 0.07 0.14 0.081
H -2.675708 0.744754 0.125007 0.01 -0.13 -0.01 0.074
H -3.063950 -0.834325 0.832964 0.16 0.09 -0.07 0.079
H -0.835787 0.011936 1.674852 -0.04 -0.05 -0.11 0.124
H -0.619032 -1.470579 0.721586 0.02 0.16 -0.04 0.125
H 1.507498 -0.425579 1.002782 0.11 0.00 -0.11 0.078
H 2.880324 -1.363720 -0.833692 -0.11 -0.02 -0.06 0.069
H 1.826061 -0.644893 -2.061498 0.02 -0.06 0.19 0.064
H 1.207518 -1.947640 -1.022547 0.10 0.13 0.00 0.065
H -0.458698 2.194027 0.327668 0.15 -0.06 -0.04 0.074
H 1.015775 2.231880 -0.713498 -0.10 -0.07 0.08 0.072
H 1.167971 1.985878 1.048869 -0.08 -0.12 -0.10 0.064
```
Forces are in eV/Å.

Output
- HOMO (eV) = -6.6
- calculated total energy (eV) = -7421.4497
- maximum force (eV Å⁻¹) = 0.60
- ΔE to the lowest compared entry with this formula, charge and spin (eV) = 5.862

Kohn-Sham gap for the records above, in order: 10.89 10.08 11.24 10.70 11.29 11.26 8.22 7.62 eV